Molecular formula: C40H37N4O
Method: DFT, the ωB97M-V functional and the def2-TZVPD basis

Computed properties:
Total charge: +1
SMILES: C[N+](C)(NC=O)C(c1ccc(N(c2ccccc2)c2ccccc2)cc1)c1ccc(N(c2ccccc2)c2ccccc2)cc1
Frontier orbital gap in eV: 7.87

Bonds (Å) are listed after each position.
Geometry (Å):
1 C -0.82578 4.37929 -1.43963  N2 1.543, H46 1.093, H47 1.121, H48 1.116
2 N -0.81323 3.50408 -0.16919  C1 1.543, C3 1.513, N4 1.454, C7 1.661
3 C -2.20006 3.01406 0.18688  N2 1.513, H49 1.100, H50 1.122, H51 1.137
4 N -0.26751 4.31176 0.90917  N2 1.454, C5 1.447, H52 1.018
5 C -1.26143 5.28117 1.31760  N4 1.447, O6 1.230, H53 1.121
6 O -2.04980 5.89951 0.60465  C5 1.230
7 C 0.32111 2.29523 -0.27910  N2 1.661, C8 1.513, C27 1.486, H54 1.174
8 C 0.19034 1.35072 -1.45422  C7 1.513, C9 1.420, C26 1.427
9 C -0.10010 1.85851 -2.74783  C8 1.420, C10 1.389, H55 1.084
10 C -0.40144 1.01501 -3.80912  C9 1.389, C11 1.393, H56 1.106
11 C -0.15143 -0.35474 -3.75604  C10 1.393, N12 1.417, C25 1.425
12 N -0.42059 -1.16559 -4.88629  C11 1.417, C13 1.449, C19 1.446
13 C 0.58185 -1.95458 -5.57268  N12 1.449, C14 1.405, C18 1.402
14 C 1.28618 -1.44124 -6.67458  C13 1.405, C15 1.392, H57 1.095
15 C 2.17503 -2.24654 -7.38063  C14 1.392, C16 1.404, H58 1.087
16 C 2.37236 -3.58327 -6.99890  C15 1.404, C17 1.395, H59 1.092
17 C 1.66692 -4.08757 -5.90659  C16 1.395, C18 1.388, H60 1.087
18 C 0.76983 -3.29439 -5.20411  C13 1.402, C17 1.388, H61 1.088
19 C -1.80675 -1.29004 -5.27992  N12 1.446, C20 1.405, C24 1.401
20 C -2.57238 -2.29614 -4.66655  C19 1.405, C21 1.388, H62 1.089
21 C -3.90463 -2.46952 -5.01553  C20 1.388, C22 1.397, H63 1.088
22 C -4.50191 -1.64631 -5.97286  C21 1.397, C23 1.405, H64 1.091
23 C -3.74188 -0.63748 -6.58775  C22 1.405, C24 1.397, H65 1.087
24 C -2.39674 -0.47012 -6.25037  C19 1.401, C23 1.397, H66 1.096
25 C 0.43286 -0.87280 -2.56415  C11 1.425, C26 1.396, H67 1.086
26 C 0.51936 -0.03822 -1.44862  C8 1.427, C25 1.396, H68 1.117
27 C 0.50875 1.57453 1.00678  C7 1.486, C28 1.408, C45 1.442
28 C 1.58757 1.89277 1.85356  C27 1.408, C29 1.413, H69 1.083
29 C 1.79041 1.26473 3.10305  C28 1.413, C30 1.423, H70 1.099
30 C 0.85713 0.29775 3.57073  C29 1.423, N31 1.401, C44 1.408
31 N 1.10003 -0.47350 4.71476  C30 1.401, C32 1.434, C38 1.438
32 C 0.01977 -1.16022 5.36212  N31 1.434, C33 1.404, C37 1.403
33 C 0.09479 -2.55075 5.54013  C32 1.404, C34 1.394, H71 1.094
34 C -0.97331 -3.21411 6.14172  C33 1.394, C35 1.401, H72 1.092
35 C -2.05445 -2.48110 6.64897  C34 1.401, C36 1.403, H73 1.094
36 C -2.08077 -1.08341 6.53072  C35 1.403, C37 1.393, H74 1.090
37 C -1.06632 -0.41679 5.84793  C32 1.403, C36 1.393, H75 1.098
38 C 2.36784 -0.46334 5.39274  N31 1.438, C39 1.401, C43 1.405
39 C 2.54181 0.41637 6.46864  C38 1.401, C40 1.395, H76 1.097
40 C 3.71024 0.37208 7.22884  C39 1.395, C41 1.406, H77 1.091
41 C 4.69870 -0.58103 6.92868  C40 1.406, C42 1.401, H78 1.090
42 C 4.50631 -1.48350 5.87476  C41 1.401, C43 1.394, H79 1.091
43 C 3.34969 -1.42361 5.09815  C38 1.405, C42 1.394, H80 1.092
44 C -0.18012 -0.10087 2.70599  C30 1.408, C45 1.400, H81 1.093
45 C -0.28904 0.44660 1.42157  C27 1.442, C44 1.400, H82 1.115
46 H -1.50000 3.88264 -2.14271  C1 1.093
47 H -1.26483 5.39201 -1.24614  C1 1.121
48 H 0.22323 4.46184 -1.81157  C1 1.116
49 H -2.84135 3.03520 -0.70691  C3 1.100
50 H -2.11654 1.97065 0.59093  C3 1.122
51 H -2.74712 3.68195 0.92612  C3 1.137
52 H -0.11321 3.67587 1.68889  N4 1.018
53 H -1.30725 5.52766 2.40998  C5 1.121
54 H 1.17926 3.07818 -0.44929  C7 1.174
55 H -0.19745 2.92940 -2.88661  C9 1.084
56 H -0.80398 1.44670 -4.74497  C10 1.106
57 H 1.08631 -0.40857 -6.98029  C14 1.095
58 H 2.70490 -1.83095 -8.23415  C15 1.087
59 H 3.07610 -4.19982 -7.56123  C16 1.092
60 H 1.81881 -5.12398 -5.61712  C17 1.087
61 H 0.18932 -3.71234 -4.38398  C18 1.088
62 H -2.10555 -2.92437 -3.90892  C20 1.089
63 H -4.49035 -3.26156 -4.55278  C21 1.088
64 H -5.55000 -1.76663 -6.24896  C22 1.091
65 H -4.18342 0.00944 -7.34142  C23 1.087
66 H -1.78280 0.30706 -6.71873  C24 1.096
67 H 0.76447 -1.90691 -2.53320  C25 1.086
68 H 0.82732 -0.51813 -0.48792  C26 1.117
69 H 2.23552 2.71928 1.58937  C28 1.083
70 H 2.66500 1.48972 3.72970  C29 1.099
71 H 0.97322 -3.09477 5.18195  C33 1.094
72 H -0.95064 -4.30289 6.21851  C34 1.092
73 H -2.87663 -3.00476 7.14539  C35 1.094
74 H -2.89306 -0.50093 6.96623  C36 1.090
75 H -1.07709 0.67224 5.71096  C37 1.098
76 H 1.74136 1.13062 6.69639  C39 1.097
77 H 3.83462 1.06854 8.05925  C40 1.091
78 H 5.61327 -0.61174 7.52180  C41 1.090
79 H 5.25517 -2.24798 5.66423  C42 1.091
80 H 3.18187 -2.11886 4.27312  C43 1.092
81 H -0.85496 -0.89815 3.02735  C44 1.093
82 H -1.10270 0.06094 0.76323  C45 1.115